[1]
This record from the OMol25 dataset describes one molecule with the formula C9H17PS in a non-equilibrium geometry. The level of theory is ωB97M-V/def2-TZVPD.

HOMO-LUMO gap: 0.3334 Eh
max |F|: 5.0 eV Å⁻¹
HOMO level: -8.475 eV
energy relative to the best compared isomer or geometry (same formula, charge and spin): 2.6823 eV
total charge: 0
structure (SMILES): C=CP(=S)(C=C)CC(C)(C)C

CARTESIAN COORDINATES (ANGSTROEM)
C 1.851203 -2.620142 -0.885953
C 3.873052 1.198160 1.297384
C 1.515677 -1.932346 0.193835
C 2.604573 0.774092 1.500666
C -2.524559 0.643707 0.685752
C -1.536347 1.272604 -1.525108
C -1.212977 -1.123298 -0.788326
C -0.145121 0.761050 0.478146
C -1.352150 0.330774 -0.329885
P 1.538700 0.223143 0.032982
S 2.233198 0.637020 -1.776094
H 2.042154 -3.656061 -0.829775
H 2.088566 -2.078500 -1.839785
H 4.469264 1.112086 2.137517
H 4.144214 1.511429 0.380448
H 1.318293 -2.338371 1.110394
H 2.260728 0.384253 2.582289
H -3.560440 0.554565 0.319530
H -2.330476 1.627590 1.228299
H -2.461838 -0.291051 1.183846
H -2.511189 1.406468 -1.728802
H -1.215966 2.228652 -1.142978
H -0.955235 1.267770 -2.502340
H -0.418448 -1.035703 -1.454862
H -0.925457 -1.810974 0.096078
H -2.205422 -1.535785 -1.155080
H -0.137718 1.828639 0.572768
H -0.092812 0.480563 1.553016

Forces on the atoms, in the same order (eV/Å):
0.50 2.15 -0.33
-4.21 -1.67 2.13
0.96 3.59 -2.56
-0.29 -1.64 0.75
0.36 -0.07 -1.09
3.78 0.85 -0.26
-2.50 -0.76 3.01
1.53 -0.46 0.96
-0.98 0.67 -0.10
0.81 -2.12 -0.30
-0.33 0.09 1.03
-0.14 -1.14 -0.07
-0.26 -0.56 0.91
1.62 0.53 1.30
1.33 0.87 -2.97
-0.48 -0.91 2.36
0.77 0.93 -2.59
0.44 0.69 -0.55
-0.45 -1.66 -0.40
0.06 -0.32 2.13
-3.55 0.07 -0.96
-0.04 0.76 0.14
-0.42 -1.06 1.31
1.04 -0.87 -1.63
-0.39 1.09 -1.42
1.37 0.59 -0.16
0.25 0.83 -0.28
-0.81 -0.47 -0.39

Here are the Löwdin charges for atoms 1 to 6, given in e: -0.090, -0.033, -0.204, -0.287, -0.046, -0.063

[2]
This record from the OMol25 dataset describes C9H18BClF4N3O2PbSSeSi as an isolated structure. The level of theory is ωB97M-V/def2-TZVPD.

HOMO-LUMO gap: 0.3263 Eh
max |F|: 0.5 eV Å⁻¹
HOMO level: -12.303 eV
energy relative to the best compared isomer or geometry (same formula, charge and spin): 0.0000 eV
total charge: +1

CARTESIAN COORDINATES (ANGSTROEM)
Pb 1.625037 0.476085 -1.145295
C -1.618671 -1.090399 -5.698835
C -0.444868 -0.113320 -5.645907
C -0.507376 0.788564 -4.458549
N 0.299851 0.741967 -3.462327
N 0.021218 1.667112 -2.472231
C -1.030201 2.411351 -2.738002
N -1.484278 3.385956 -1.954085
S -1.742283 2.003244 -4.264374
H -1.526652 -1.740915 -6.566963
H -2.572880 -0.567453 -5.776251
H -1.645974 -1.714181 -4.804987
H -0.415717 0.493740 -6.553248
H 0.503887 -0.646542 -5.585893
H -1.083489 3.522625 -1.027869
H -2.329178 3.874716 -2.187945
C 2.415645 0.636227 4.374895
Si 1.648734 -0.981440 3.916702
C 2.766035 -2.418257 4.296208
C -0.119471 -1.225116 4.418011
Se 1.539701 -1.076095 1.506080
H 2.582625 0.635637 5.456059
H 1.789780 1.486955 4.111153
H 3.390364 0.756146 3.897393
H 3.008481 -2.440252 5.361599
H 3.710389 -2.331291 3.754366
H 2.303777 -3.369006 4.029265
H -0.174849 -1.320485 5.505296
H -0.534039 -2.133742 3.981393
H -0.734618 -0.375285 4.119931
F -0.356124 1.321111 0.423854
B 0.344493 2.425162 0.997629
F 1.632975 2.373421 0.290729
F -0.283549 3.613468 0.666584
F 0.541976 2.259200 2.336734
Cl -3.257580 -0.479666 0.233313
C -2.211055 -1.903615 0.080124
C -0.776446 -1.441187 0.132197
O -0.256889 -1.502821 1.323478
O -0.195296 -1.046077 -0.878887
H -2.394844 -2.367482 -0.883979
H -2.428638 -2.588060 0.892635

Forces on the atoms, in the same order (eV/Å):
-0.28 0.37 -0.06
-0.04 -0.03 -0.01
0.03 0.03 -0.01
0.00 -0.05 0.02
-0.08 0.15 -0.05
0.14 -0.28 -0.14
0.05 0.03 0.12
0.03 -0.07 0.11
0.01 0.04 -0.03
0.01 0.01 0.01
0.01 0.01 0.00
0.01 0.01 0.00
-0.01 0.00 0.01
-0.01 -0.01 0.01
-0.02 0.00 -0.07
0.00 0.02 0.01
0.03 -0.01 -0.09
-0.13 -0.07 0.14
0.00 0.04 -0.07
0.04 0.04 -0.06
0.18 -0.17 0.09
-0.01 0.00 -0.01
0.00 -0.04 0.00
0.00 0.03 0.02
-0.05 0.03 0.01
-0.01 -0.02 0.00
0.01 0.00 -0.01
0.04 0.02 0.00
-0.01 0.00 0.01
0.00 -0.01 -0.02
0.02 0.03 0.01
-0.01 0.18 0.09
0.10 0.10 0.08
0.03 -0.18 -0.07
-0.04 -0.03 -0.13
-0.01 0.03 -0.01
0.05 -0.02 -0.03
0.04 0.18 -0.10
-0.04 -0.11 0.04
-0.03 -0.24 0.14
-0.01 -0.01 0.00
-0.01 0.00 0.02

Here are the Löwdin charges for atoms 1 to 6, given in e: 1.519, -0.090, -0.231, -0.586, -0.074, -0.148

[3]
This record from the OMol25 dataset describes C9H18BrClP as an isolated structure in a non-equilibrium geometry. The level of theory is ωB97M-V/def2-TZVPD.

HOMO-LUMO gap: 0.3004 Eh
max |F|: 2.0 eV Å⁻¹
HOMO level: -12.089 eV
total charge: +1

CARTESIAN COORDINATES (ANGSTROEM)
C -0.310308 -1.569991 2.217528
C 0.537247 -1.547515 1.142293
C 0.188091 -1.886453 -0.292802
P -0.099567 -0.530274 -1.494722
C 1.195229 0.787112 -1.513725
Cl 0.517900 2.397031 -1.153244
C 2.440812 0.496974 -0.631177
C 2.434943 1.173396 0.750118
C -1.791602 0.153213 -1.370266
Br -2.897207 -1.043100 -2.467889
C -2.391927 0.168501 0.038703
C -1.974923 1.360946 0.898030
H -0.234452 -2.307087 3.012580
H -1.105830 -0.835442 2.332121
H 1.585852 -1.323368 1.333115
H 0.991772 -2.492172 -0.711001
H -0.711573 -2.500438 -0.282096
H -0.043316 -1.096426 -2.774411
H 1.539504 0.866326 -2.543178
H 3.297460 0.904296 -1.164673
H 2.548780 -0.581258 -0.518100
H 2.747822 2.208745 0.701997
H 1.462080 1.071414 1.230794
H 3.116562 0.600091 1.379908
H -1.841862 1.119791 -1.863002
H -2.217425 -0.794520 0.518783
H -3.470834 0.237293 -0.102175
H -1.970723 2.275199 0.309984
H -0.942610 1.228686 1.235781
H -2.599894 1.459030 1.780724

Forces on the atoms, in the same order (eV/Å):
-0.12 0.33 -0.55
0.16 0.13 0.57
-0.55 1.64 0.01
-0.21 0.18 -0.24
0.64 0.21 0.35
-0.12 -0.07 -0.18
-0.31 0.68 0.17
-0.16 -1.08 0.03
-0.34 -0.52 0.12
0.22 -0.04 0.00
-0.50 0.50 -0.06
0.91 -0.46 -0.15
1.34 1.16 0.96
-1.25 -1.23 -0.84
0.37 -1.87 0.13
0.07 0.01 0.06
-0.08 0.06 -0.29
0.09 0.06 0.06
-0.24 -0.24 -0.13
0.09 -0.35 -0.18
0.21 -0.03 -0.17
-0.09 0.08 0.06
-0.06 0.30 0.01
0.23 0.30 0.05
0.15 0.07 0.05
0.02 0.02 0.07
-0.02 -0.10 -0.08
-0.31 0.12 0.12
-0.01 0.11 0.12
-0.14 0.04 -0.06

Here are the Löwdin charges for atoms 1 to 6, given in e: 0.054, -0.202, -0.273, 1.008, -0.750, 0.702

[4]
This record from the OMol25 dataset describes a 2-piece molecular cluster, C9H18BrO2Si overall in a non-equilibrium geometry. The level of theory is ωB97M-V/def2-TZVPD.

HOMO-LUMO gap: 0.2680 Eh
max |F|: 5.1 eV Å⁻¹
HOMO level: -4.235 eV
energy relative to the best compared isomer or geometry (same formula, charge and spin): 1.9642 eV
total charge: -1

CARTESIAN COORDINATES (ANGSTROEM)
C -1.071914 0.139099 0.754347
C 1.650098 -0.669533 2.121917
C 1.118945 -0.002382 -1.666818
C 2.173979 1.385052 0.030785
C 3.306362 -0.690415 -0.633370
C -5.310077 -0.144816 -1.364203
C 1.173807 -1.041691 0.716297
C -0.323142 -0.976491 0.657781
C 1.909000 -0.102826 -0.365988
O -2.960202 0.306684 0.021890
O -0.971629 1.201836 1.272541
Si -4.313075 1.094844 -0.310788
Br -1.249370 -2.492711 -0.071820
H 1.060712 0.140721 2.561514
H 2.656624 -0.306860 2.195866
H 1.523302 -1.496022 2.634094
H 1.578239 0.699351 -2.412951
H 0.936753 -0.995346 -2.184745
H 0.143514 0.503059 -1.399486
H 2.740540 1.503689 0.861160
H 1.226626 1.888903 0.086371
H 2.779630 1.788806 -0.875553
H 3.896828 -0.267912 -1.577125
H 3.797086 -0.575024 0.382267
H 3.155198 -1.727157 -0.754302
H -5.017145 -0.374523 -2.481096
H -5.002954 -1.066091 -0.789891
H -6.324884 -0.151606 -1.316027
H 1.365458 -2.141791 0.426198
H -4.421765 2.252474 -1.226888
H -5.315933 1.404308 0.668382

Forces on the atoms, in the same order (eV/Å):
0.39 1.88 1.54
-0.06 3.35 -2.29
-1.25 0.16 -0.70
-0.97 -0.90 -4.16
0.64 1.17 0.35
3.62 -1.97 -1.18
0.45 0.72 -1.30
-2.09 -0.95 -1.19
0.59 0.41 -0.87
0.62 0.08 0.33
0.02 -0.09 -0.43
0.33 -1.77 -2.05
0.19 -0.11 -0.08
-0.27 -0.18 -0.27
0.82 -0.19 -0.19
-0.43 -3.93 3.25
0.02 -0.72 0.66
0.04 1.09 0.72
0.72 -0.89 -0.62
1.64 0.37 2.74
-0.27 0.57 0.23
-1.02 -0.33 1.56
-1.22 -0.59 2.31
0.41 -0.05 -1.50
0.23 -1.44 -0.51
-0.27 0.70 2.10
-0.25 0.42 -0.67
-3.21 0.42 0.13
0.23 1.71 0.64
0.73 0.75 0.11
-0.37 0.33 1.34

Here are the Löwdin charges for atoms 1 to 6, given in e: -0.359, -0.050, -0.084, -0.053, -0.082, -0.288

[5]
This record from the OMol25 dataset describes C9H18ClIN2OPSW as an isolated structure in a non-equilibrium geometry. The level of theory is ωB97M-V/def2-TZVPD.

HOMO-LUMO gap (spin up / spin down): 0.2254 / 0.2009 Eh
max |F|: 6.2 eV Å⁻¹
HOMO level (spin up / spin down): -18.401 / -18.663 eV
total charge: +3
spin multiplicity: 3

CARTESIAN COORDINATES (ANGSTROEM)
C -1.392649 0.978523 -4.072720
I -2.895117 0.059549 -2.576908
H -0.351585 0.970985 -3.711965
H -1.801907 1.987517 -4.180044
H -1.576121 0.342960 -4.945869
W -0.740201 0.156778 -1.282017
P 0.050838 -2.087945 -0.933182
C -1.318344 -3.313450 -0.726440
C 0.765010 -2.632039 -2.539077
H 2.132589 -1.779105 0.306378
H 1.716115 -3.518012 0.306060
H 0.833124 -2.394530 1.369294
C 1.294666 -2.493201 0.370959
H 1.721019 -2.120227 -2.718190
H 0.938451 -3.721990 -2.537609
H -0.962232 -4.359672 -0.768628
H -2.066187 -3.171697 -1.520376
H 0.081678 -2.382830 -3.366000
H -1.819322 -3.149946 0.239261
C -1.599140 -0.401334 0.468148
O -2.020045 -0.693668 1.535603
Cl 1.383446 0.548347 -2.109575
C 0.247712 4.327068 2.128057
N 0.546721 2.944556 2.507843
C 1.143910 2.530724 3.696453
C 1.219468 1.173067 3.652865
N 0.646099 0.777218 2.445371
C 0.251958 1.870641 1.733935
S -0.500808 1.981551 0.153659
H 0.765358 4.555094 1.186845
H -0.832929 4.437755 1.974751
H 0.564120 5.036381 2.909808
H 1.404399 3.244532 4.461852
H 1.621718 0.488092 4.381583
H 0.548190 -0.191693 2.159876

Forces on the atoms, in the same order (eV/Å):
-0.97 0.21 -0.52
-1.17 0.29 -1.76
-0.55 -0.20 -0.02
0.13 -0.24 0.03
0.20 0.14 0.25
2.64 0.50 1.54
0.88 -3.57 -0.61
-0.31 0.53 0.36
0.33 0.38 -0.09
-0.24 -0.25 -0.04
-0.54 0.47 -0.37
0.07 -0.11 -0.35
0.06 0.79 0.32
-0.30 -0.20 0.04
-0.22 0.38 0.19
0.15 0.59 0.01
0.26 -0.06 0.15
0.15 -0.13 0.23
0.11 -0.20 -0.23
-2.69 -1.39 5.45
2.09 1.31 -5.14
-0.20 -0.09 0.29
-0.18 0.65 -0.30
-0.16 -0.65 -0.28
-0.54 -0.26 -0.89
-0.35 0.35 -0.42
0.22 0.46 0.03
0.57 -0.40 1.45
0.26 1.00 0.63
-0.05 0.03 0.34
0.25 -0.03 0.12
-0.03 -0.53 -0.31
0.13 -0.07 -0.05
-0.09 -0.11 -0.12
0.10 0.41 0.08

Here are the Löwdin charges for atoms 1 to 6, given in e: -0.247, 1.160, -0.061, 0.046, 0.048, 0.359

[6]
This record from the OMol25 dataset describes C9H18F9O12S6Zn2 as an isolated structure in a non-equilibrium geometry. The level of theory is ωB97M-V/def2-TZVPD.

HOMO-LUMO gap: 0.3021 Eh
max |F|: 4.1 eV Å⁻¹
HOMO level: -11.580 eV
energy relative to the best compared isomer or geometry (same formula, charge and spin): 0.0000 eV
total charge: +1

CARTESIAN COORDINATES (ANGSTROEM)
Zn -1.631359 5.774707 -1.920332
Zn 2.819825 8.388391 -3.014080
C 1.751762 4.439648 -4.917889
F 1.324629 5.234418 -5.946265
F 1.143726 3.296959 -4.913602
F 3.047084 4.395187 -5.077793
S 1.362202 5.280249 -3.260937
O 2.000029 4.397132 -2.302327
O 1.896775 6.635490 -3.292336
O -0.104790 5.278548 -3.151042
C -0.284975 9.522352 0.195674
F 0.727906 10.332678 0.462140
F -0.290005 8.544799 1.076927
F -1.420718 10.200427 0.244765
S -0.041493 8.838968 -1.534132
O 1.411070 8.730995 -1.750145
O -0.709690 7.531490 -1.483291
O -0.701994 9.774981 -2.398245
C 0.444971 4.110377 1.893655
F 1.519435 3.713416 1.184493
F 0.287981 3.362730 2.951204
F 0.668508 5.374790 2.245945
S -1.158696 3.978560 0.799200
O -2.322660 4.259757 1.629621
O -0.958066 5.048754 -0.172446
O -1.246338 2.622865 0.262480
C 0.752025 11.305302 -5.126563
S 1.708658 9.895643 -5.714293
O 1.708650 9.088695 -4.406248
C 0.468525 8.973951 -6.684104
H 0.805920 12.144647 -5.819446
H 1.259682 11.598801 -4.208712
H -0.269844 11.022882 -4.888438
H 0.916662 7.980964 -6.753464
H 0.309096 9.360003 -7.688759
H -0.477891 8.862020 -6.157845
C 5.584479 5.458395 -1.305666
S 4.860514 6.999068 -0.581531
O 4.055134 7.759598 -1.608334
C 3.532229 6.202184 0.389003
H 5.765037 4.899202 -0.390072
H 6.533897 5.720812 -1.769125
H 4.907838 5.056336 -2.055489
H 3.857774 5.399969 1.051971
H 2.672600 5.826674 -0.165685
H 3.175954 6.989674 1.056146
C -5.817748 6.157559 -0.176510
S -4.056663 6.748939 0.050148
O -3.413672 6.455267 -1.288320
C -4.578900 8.512543 0.001082
H -6.286292 6.699028 0.641576
H -5.818372 5.087985 0.019045
H -6.082599 6.382878 -1.204100
H -5.377090 8.744406 -0.699822
H -3.833274 9.295323 -0.137620
H -4.831137 8.552704 1.065609

Forces on the atoms, in the same order (eV/Å):
0.64 0.25 1.49
0.04 -0.91 0.55
-0.98 2.89 0.19
-0.49 -0.61 0.51
0.15 -0.71 -0.43
0.83 -0.90 0.36
0.69 -1.54 1.69
-0.31 0.90 -0.94
-0.06 -0.81 -0.92
-0.54 0.06 -0.73
0.74 -0.27 -0.63
0.11 0.35 0.09
-0.21 -0.24 0.25
-0.10 -0.11 0.05
-0.90 -0.32 -1.01
-1.14 0.55 1.72
0.66 0.76 0.23
0.27 0.14 0.13
-1.02 0.10 -1.75
-0.34 -0.12 0.25
0.16 -0.27 0.42
-0.12 0.18 0.20
-2.40 -2.93 1.53
1.27 0.58 0.15
0.84 1.07 -1.58
1.34 1.56 0.11
0.31 0.33 -0.25
-1.35 0.15 0.17
0.70 -0.03 -0.54
0.47 -0.36 0.22
-0.09 -0.15 -0.16
0.00 -0.03 0.01
0.04 -0.17 -0.06
0.02 0.01 -0.14
0.22 0.29 0.09
0.12 0.34 0.26
-0.15 1.58 0.09
-0.70 -1.60 0.41
0.22 0.70 -1.19
-0.08 0.42 0.80
-0.10 -0.53 -0.32
0.00 0.06 0.05
-0.20 -0.39 0.38
0.50 0.03 -0.23
0.37 0.11 -0.65
-0.03 0.09 -0.12
1.96 -0.02 0.77
-1.13 0.74 -0.59
0.67 -0.61 -1.39
0.45 -0.29 0.74
-0.70 -0.08 -0.36
-0.04 0.01 -0.01
-0.28 0.28 0.15
-0.28 -0.45 0.21
0.63 -0.66 -0.09
-0.69 0.55 -0.16

Here are the Löwdin charges for atoms 1 to 6, given in e: 0.849, 0.793, -0.662, 0.104, 0.209, 0.178

The following total energy values (in eV) correspond, in order, to the records above: -29729.561; -131569.084; -101469.136; -91639.034; -57196.259; -220493.923.